The following is a quantum chemistry calculation of a structure of composition C25H28N6P2RhS at a distorted geometry, from the OMol25 dataset.

Total energy, a.u.: -2488.3949
Spin multiplicity: 5
Charge: +3
Highest occupied orbital energy (spin up / spin down), eV: -15.452 / -16.924
Energy relative to the best compared isomer or geometry (same formula, charge and spin), kcal/mol: 0.00
M, g mol⁻¹: 609.46

Geometry as XYZ:
```
63
Properties=species:S:1:pos:R:3:forces:R:3:lowdin_charge:R:1
Rh -0.352872 -0.145252 0.380914 -0.1 -0.4 0.0 0.7251
C 1.762329 0.213954 -2.523861 -1.0 0.5 -0.7 -0.2501
P 1.614356 -0.602424 -0.956796 0.5 -1.5 0.1 0.8111
C 1.843045 -2.335177 -1.567309 -1.1 0.1 1.5 -0.2093
C 3.119114 -0.191010 -0.017833 -1.3 -0.1 0.5 -0.3926
C 4.312881 0.123399 -0.635320 1.1 0.6 2.7 -0.0529
C 5.393129 0.549166 0.186889 -0.1 0.0 0.3 0.0039
C 5.240184 0.548834 1.598528 -0.7 -0.2 -1.4 -0.0203
C 4.011136 0.232659 2.182832 0.8 -0.2 -0.1 -0.0751
C 2.932957 -0.123882 1.384800 0.2 0.2 -0.1 -0.3820
P 1.260219 -0.205731 2.112037 0.3 -0.2 -0.6 0.7822
C 1.171550 1.254787 3.132189 -0.9 -0.4 2.2 -0.2536
C 1.082727 -1.626406 3.226727 0.3 -1.1 -0.1 -0.2164
H 2.704998 -0.086480 -2.975619 -0.1 0.4 -0.3 0.0594
H 1.620341 1.292924 -2.414185 0.5 -0.2 -0.3 0.0309
H 0.907783 -0.141098 -3.138910 0.6 0.1 0.1 0.0793
H 2.526873 -2.319435 -2.369483 1.0 0.0 -0.9 0.0338
H 0.877664 -2.681806 -1.966659 0.3 -0.1 0.3 0.0497
H 2.233682 -2.988161 -0.767403 -0.4 0.2 -0.4 0.0638
H 4.424138 0.082165 -1.670349 0.2 0.0 -1.5 0.0879
H 6.342119 0.913407 -0.267567 -0.8 -0.5 0.4 0.1363
H 6.028022 0.810495 2.271943 0.6 0.2 0.0 0.1157
H 3.994187 0.267497 3.271728 -0.4 0.0 -0.2 0.1219
H 1.891522 1.098995 3.968915 -0.4 0.4 -0.4 0.0717
H 0.138602 1.286377 3.600948 1.2 0.1 -0.5 0.0827
H 1.381880 2.191417 2.655856 0.1 0.4 -0.4 0.0382
H 2.035256 -2.182865 3.273858 -0.3 0.3 -0.1 0.0688
H 0.329618 -2.324560 2.808297 0.4 0.5 0.3 0.0256
H 0.816434 -1.380696 4.257171 -0.1 0.3 -0.2 0.0658
S -4.432332 5.671732 -2.495614 0.5 -0.1 0.7 1.2683
N -4.922520 4.181021 -2.043295 -0.1 0.4 -0.5 -0.1524
C -3.895709 3.541539 -1.603852 3.2 0.8 0.7 -0.2088
C -3.812171 2.202643 -1.102300 2.1 0.0 1.6 -0.0758
C -4.963443 1.446156 -0.922558 1.4 1.4 -1.6 0.0625
C -4.736766 0.170445 -0.466172 -2.4 -2.1 0.8 0.0150
C -3.494816 -0.345554 -0.104517 -1.0 1.4 -0.4 -0.0575
N -2.483238 0.496377 -0.123798 3.4 0.2 0.2 0.0010
C -2.509033 1.727737 -0.574996 -3.7 1.8 -2.2 -0.0926
C -1.315210 2.617033 -0.758686 1.0 -1.6 0.5 -0.0655
N -0.152104 2.054065 -0.375577 -3.6 -1.6 0.6 0.0240
C 0.943708 2.680257 -0.518283 3.8 1.8 -0.1 -0.1617
C 1.049729 3.943581 -1.104952 0.3 1.2 -0.6 0.0471
C -0.143818 4.643051 -1.406433 2.8 0.0 -0.1 0.0916
C -1.306003 3.920524 -1.305345 -0.2 -1.4 1.5 -0.1339
C -2.536341 4.438081 -1.584804 -6.0 1.5 -2.0 -0.1302
N -2.898470 5.675214 -2.056182 0.7 -1.5 0.2 -0.1769
H -5.793626 2.012282 -1.404515 -0.4 -1.5 1.0 0.1585
H -5.616155 -0.462344 -0.315575 0.3 0.0 -0.2 0.1379
H -3.225247 -1.360274 0.188482 -0.7 0.3 0.0 0.0940
H 1.886536 2.224599 -0.108930 -1.0 0.2 -0.6 0.1364
H 2.099047 4.285794 -1.315870 -1.4 0.2 0.4 0.1562
H -0.207788 5.694560 -1.716704 0.4 -0.5 0.0 0.1572
C -2.942275 -4.986657 -0.262053 -1.4 -0.2 0.4 0.0084
N -1.706014 -4.597308 0.398214 -0.4 -1.6 0.4 -0.1556
C -0.719970 -5.493673 1.030440 -0.2 -0.2 0.4 0.0335
C -1.462150 -3.370146 0.367338 1.7 3.9 0.6 -0.2850
N -1.134563 -2.237383 0.408062 -0.5 -1.2 -0.2 0.0756
H -3.801414 -5.128274 0.450112 1.0 -0.2 -0.5 0.1242
H -2.753938 -5.867730 -0.866944 -0.2 -0.1 0.0 0.1064
H -3.238904 -4.138031 -0.888513 0.1 -0.4 -0.2 0.0949
H -0.799214 -6.424507 0.505643 0.4 -0.5 -0.4 0.0974
H -0.875132 -5.718204 2.093994 -0.5 0.4 -0.2 0.1106
H 0.255482 -5.027686 0.941871 0.2 -0.2 -0.2 0.0939
```
Positions in Å, forces in eV/Å.